DFT (wB97M-V/def2-TZVPD) results for the molecule CH3Br2P in a non-equilibrium geometry.

Computed properties:
**ΔE to the lowest compared entry with this formula, charge and spin**: 45.7 kcal per mole
**SMILES**: BrCPBr
**HOMO**: -10.1 eV
**Charge**: 0
**Frontier orbital gap**: 9.1 eV

Atoms and positions in Å:
1 H -0.485 -0.470 -1.378
2 P -0.547 -1.167 -0.284
3 C 0.580 0.158 0.416
4 H 0.323 1.156 0.107
5 H 0.542 0.332 1.507
6 Br 2.339 -0.087 -0.176
7 Br -2.752 0.079 -0.193

Cartesian forces, eV/Å:
0.343 0.870 -3.190
-1.506 0.557 2.513
-1.423 1.034 1.780
-0.488 0.154 -0.763
0.244 -0.980 -0.307
1.061 -0.580 -0.339
1.770 -1.055 0.307

Listed below, in e, are the Löwdin charges computed for each atom:
1 H -0.203
2 P 0.622
3 C -1.053
4 H -0.006
5 H 0.029
6 Br 0.615
7 Br -0.004